# 1
C3H4O2 in the gas phase. Source: the Open Molecules 2025 dataset; level of theory: wB97M-V/def2-TZVPD.

```
9
Properties=species:S:1:pos:R:3
C 1.4081 -0.2324 0.5053
H -2.1447 0.4674 -0.6907
C 0.1753 -0.2132 1.3457
O -0.9549 -0.3635 0.7330
C -1.0847 0.2468 -0.5794
H -0.7238 -0.3898 -1.3886
H 1.8668 -1.1646 0.9114
H -0.5122 1.1716 -0.5393
O 1.9701 0.4777 -0.2974
```

Summary:
Energy relative to the best compared isomer or geometry (same formula, charge and spin) (kcal per mole): 95.8
HOMO-LUMO gap (eV): 8.64
E_tot (Ha): -267.0401

Now the Mulliken charges, all in e:
1. C 0.350
2. H 0.229
3. C -0.292
4. O -0.114
5. C -0.658
6. H 0.288
7. H 0.306
8. H 0.363
9. O -0.472

# 2
C7H10 in the gas phase. Source: the Open Molecules 2025 dataset; level of theory: wB97M-V/def2-TZVPD.

```
17
Properties=species:S:1:pos:R:3
H -1.0523 -0.9391 1.0976
C -0.4454 1.7379 0.0650
H -1.1597 -2.3965 0.1161
C -0.3661 -0.7093 -0.9500
C 1.0596 -0.3101 -0.6116
C 1.9225 -0.4050 1.8927
H 0.1594 1.1679 -1.9632
C 1.5335 -0.3785 0.7513
H -0.4669 -1.1658 -1.9330
H -1.2809 2.3315 -0.3203
H -0.7772 1.2497 0.9850
H -2.3284 -1.0874 -0.1273
C -1.2785 -1.3082 0.0937
H 0.3647 2.4237 0.3346
H 2.2737 -0.4255 2.9004
C 0.0239 0.7412 -0.9709
H 1.8183 -0.5266 -1.3601
```

Summary:
Energy relative to the best compared isomer or geometry (same formula, charge and spin) (kcal per mole): 54.3
HOMO-LUMO gap (eV): 10.34
E_tot (Ha): -272.6315

Now the Mulliken charges, all in e:
1. H 0.296
2. C -1.382
3. H 0.361
4. C 0.138
5. C -0.512
6. C 0.383
7. H 0.366
8. C -0.727
9. H 0.369
10. H 0.370
11. H 0.270
12. H 0.336
13. C -1.441
14. H 0.333
15. H 0.408
16. C 0.112
17. H 0.322

# 3
An isolated ion of composition C4H9NO2 and charge +1 in a non-equilibrium geometry. Source: the Open Molecules 2025 dataset; level of theory: wB97M-V/def2-TZVPD.

```
16
Properties=species:S:1:pos:R:3
H -0.6247 -0.7196 -1.9620
C 1.9246 0.8964 -0.5195
H -1.3319 1.1481 0.2279
H 2.2927 0.8368 0.4973
H 1.5602 1.9077 -0.7192
O 1.5059 -0.9257 -1.8959
C -1.2836 0.1126 -0.1418
O -1.4706 -0.0396 2.1693
H -1.3069 -0.4661 3.0150
H 2.8664 0.8595 -1.0823
H -1.5546 -1.7185 1.0207
H 0.0887 -0.8819 1.1919
N -0.3740 -0.0394 -1.2314
C 1.0055 -0.1164 -1.1190
H -2.2984 -0.0520 -0.5219
C -0.9995 -0.8018 1.0709
```

Summary:
Energy relative to the best compared isomer or geometry (same formula, charge and spin) (kcal per mole): 46.9
Charge: +1
HOMO-LUMO gap (spin up / spin down) (eV): 10.39 / 5.87
E_tot (Ha): -362.6853
Spin multiplicity: 2

Now the Mulliken charges, all in e:
1. H 0.348
2. C -0.998
3. H 0.309
4. H 0.333
5. H 0.346
6. O -0.305
7. C -0.615
8. O -0.504
9. H 0.321
10. H 0.367
11. H 0.327
12. H 0.322
13. N -0.013
14. C 0.668
15. H 0.398
16. C -0.306

# 4
A 2-piece molecular cluster, C39H40N3O overall in a non-equilibrium geometry. Source: the Open Molecules 2025 dataset; level of theory: wB97M-V/def2-TZVPD.

```
83
Properties=species:S:1:pos:R:3
C 1.9575 -0.4772 2.8388
H 3.7945 -4.4418 7.6839
C -1.4215 1.3386 0.8076
H -0.0745 -1.0702 -1.2363
C -3.4411 -0.2083 -4.5590
C 1.7001 -0.3756 -3.8662
H -2.6744 2.7788 1.7768
H -0.0797 0.0687 2.4729
H -0.4270 -1.7955 -4.6111
C -7.1725 1.3730 0.7990
C 4.8667 1.5685 -4.2419
H -8.8627 0.9654 3.7418
C -0.7219 0.2355 -3.8976
C -5.9161 2.3023 2.6628
H 5.0616 1.7017 -3.1617
C -2.5046 -1.2443 -4.6819
C -2.5307 -0.1025 -0.8136
C 3.9170 -1.1421 -4.4544
H 5.5431 -0.7441 -3.1105
C 0.8335 -0.3387 2.0405
C -1.6723 1.2853 -3.8517
H -7.2443 1.1689 -0.2702
H -2.8327 -2.2269 -5.0410
H 5.1687 0.1870 2.3786
H -4.5040 -0.3868 -4.7807
O 5.6616 0.5172 -4.7793
C -2.6149 1.9937 1.0189
H 3.1453 1.5479 -5.5067
H 2.7937 2.0215 -3.8196
C 0.8383 -0.8019 0.6821
C 3.8968 -3.8289 6.7834
H -0.5343 1.6228 1.3729
C 3.0316 -1.2982 2.4321
C -3.7049 0.5792 -0.6345
C -6.9243 1.9113 3.5377
C -3.7720 1.6613 0.2800
C -0.1649 -0.5326 -0.2922
H 3.2765 -0.6729 5.6333
H 3.8079 -1.4094 -5.5239
H -6.8172 2.1122 4.6024
H 6.0423 -1.4426 -4.7033
C -8.0664 1.2669 3.0530
C 3.4608 -2.5007 6.7806
C 5.1306 -0.3339 3.3439
H 3.0111 -2.0700 7.6728
C -4.7987 3.9032 0.2713
H -4.3745 4.1322 -0.7171
C -1.3470 0.2373 -0.1008
C -1.1618 -1.0241 -4.3843
H -1.3220 2.3013 -3.6493
H 3.7479 -2.6326 0.8904
N 4.1895 -1.4666 3.2628
H -2.5057 -0.9793 -1.4709
H -4.6059 0.3264 -1.2087
C 5.3621 -0.7472 -4.1981
H 1.4964 -1.4454 -3.9409
C 4.1078 -2.2758 4.4550
C 4.5762 -3.6090 4.4658
H -5.7866 4.3737 0.3500
N -4.9597 2.4438 0.4048
H 5.0077 -4.0189 3.5513
C -6.0152 2.0134 1.2905
H 5.1916 2.4600 -4.7977
H 6.1298 -0.7258 3.5823
H 4.8468 0.3814 4.1329
H -9.0846 0.5228 1.3000
C 0.6663 0.4944 -3.5607
N 3.0007 -0.0439 -4.0800
C 1.8962 -1.6836 0.3209
C -8.1892 1.0114 1.6843
H -3.7269 1.8929 -4.1138
H 1.8156 -2.2128 -0.6318
H 4.8337 -5.3976 5.6312
H 0.8857 1.4929 -3.1742
H 1.9989 0.0191 3.8109
H 3.6487 -2.0100 -3.8453
C -3.0062 1.0677 -4.1623
C 2.9498 -1.9393 1.1694
C 3.5962 -1.7181 5.6381
H -5.0214 2.8112 3.0292
C 4.4701 -4.3703 5.6292
C 3.3682 1.3299 -4.4421
H -4.1411 4.3226 1.0487
```

Summary:
Energy relative to the best compared isomer or geometry (same formula, charge and spin) (kcal per mole): 39.7
Charge: +1
HOMO-LUMO gap (eV): 4.25
E_tot (Ha): -1749.3015

Now the Mulliken charges, all in e:
1. C -0.429
2. H 0.380
3. C -1.403
4. H 0.367
5. C -0.475
6. C -0.108
7. H 0.312
8. H 0.832
9. H 0.280
10. C -0.256
11. C -0.713
12. H 0.380
13. C 1.174
14. C -0.066
15. H 0.325
16. C -0.754
17. C -0.867
18. C -0.502
19. H 0.322
20. C -1.002
21. C -0.537
22. H 0.404
23. H 0.386
24. H 0.319
25. H 0.397
26. O -0.340
27. C -0.068
28. H 0.271
29. H 0.271
30. C 0.530
31. C -0.405
32. H 0.912
33. C 0.311
34. C -0.370
35. C -0.684
36. C 0.346
37. C -0.209
38. H 0.267
39. H 0.293
40. H 0.358
41. H 0.347
42. C -0.394
43. C -0.734
44. C -0.848
45. H 0.353
46. C -0.903
47. H 0.287
48. C 0.675
49. C -0.194
50. H 0.363
51. H 0.452
52. N 0.241
53. H 0.324
54. H 0.422
55. C -0.687
56. H 0.243
57. C 0.077
58. C -0.266
59. H 0.335
60. N 0.284
61. H 0.394
62. C 0.005
63. H 0.333
64. H 0.320
65. H 0.354
66. H 0.362
67. C -0.818
68. N 0.238
69. C -0.845
70. C -0.579
71. H 0.397
72. H 0.416
73. H 0.360
74. H 0.198
75. H 0.276
76. H 0.379
77. C -0.633
78. C -0.512
79. C -0.021
80. H 0.267
81. C -0.527
82. C -0.358
83. H 0.372

# 5
A 11-piece molecular cluster, C35H89BN13O18 overall in a non-equilibrium geometry. Source: the Open Molecules 2025 dataset; level of theory: wB97M-V/def2-TZVPD.

```
156
Properties=species:S:1:pos:R:3
H 0.6239 -7.4192 -7.1281
O -4.3701 6.7765 -8.9017
H 7.5520 -1.0599 -0.7108
H 3.0004 10.0752 -5.8232
C 3.1846 7.2418 -7.1778
H 1.4676 7.9739 -8.7687
O 5.5872 -1.3648 -0.1447
H -2.7929 5.7117 -6.5133
H 2.6646 -0.5195 7.3716
C -6.3447 -3.3780 1.4030
H 4.7163 -0.5732 -1.7505
H 2.5676 -4.1515 -8.6172
H -5.1851 -5.7042 0.5276
H 2.2540 -0.9593 -7.5080
O -2.6123 1.1227 -0.5215
H 4.1242 -2.2081 -1.4337
H 2.5325 -4.1524 10.0396
H -10.1401 4.5718 5.3518
C 0.7434 -4.1430 -6.9350
C -6.2275 -5.3968 0.4443
C -8.4612 5.0165 4.0811
H 1.5215 -6.1709 9.4129
C 4.2922 7.0806 -9.3530
H 1.7006 -2.8258 7.6352
H -8.1580 5.2154 5.9801
N 5.2401 -5.4051 3.6049
C 1.1302 4.9202 2.5092
O 1.9516 5.9917 2.0924
H 3.8393 -7.6910 -1.8224
N 2.0563 -3.2837 -8.6920
H 2.7574 -3.1523 -6.8552
H 0.1440 -6.7048 -5.5643
H -10.5473 2.0228 5.9214
O -0.5619 1.4209 -1.6070
C 6.1385 0.4580 2.1448
H 2.4864 -5.6897 8.0382
H -0.9003 3.7975 3.2332
C -1.4129 2.2809 -2.0906
H 3.5691 6.3553 0.7471
H -6.8676 5.2004 5.1477
H -5.8880 6.6970 -6.9514
H 2.4406 6.6303 -6.6671
H -5.9813 -7.1181 -1.4577
H 1.7348 4.0370 2.7157
C 7.1452 -0.2682 1.2971
H 8.9735 0.0238 0.7228
N 1.2857 -9.1611 -0.8015
H 0.6955 -9.9605 -0.6206
H 0.7150 -5.3372 8.0575
H -2.4166 5.7783 -8.2640
H -0.5586 6.0088 3.6322
H 6.4266 0.3656 -0.6436
H 0.3300 -3.9840 -5.9390
C 1.7778 -3.0327 -7.3181
H -4.7036 5.9534 -5.8662
H -7.6579 -8.3797 1.4990
H 0.5011 -1.2003 -7.6788
H 5.4958 -4.4956 3.9618
C 1.4020 -1.5530 -7.1767
C 3.0501 6.7687 -8.5472
C -0.2499 -0.7395 1.0255
H 1.4296 6.7257 4.6735
O 2.7457 8.5471 -7.0290
H 2.1276 5.6758 0.1284
H -6.6549 3.7485 3.5483
H 3.2141 4.6964 1.1721
C -9.4435 4.0129 4.7269
C 5.0095 -1.5723 -1.4280
H 8.7391 0.6223 2.2834
H 0.6281 5.6028 5.7762
H 6.4429 0.5507 3.1873
H 3.2252 0.1474 8.8961
H 3.0774 5.6914 -8.3840
C -6.8435 -7.6610 1.4084
C 2.7372 9.0265 -5.6851
H 4.2412 -0.8667 7.9860
H 8.0704 -6.3194 4.3984
C 2.7607 5.6752 1.0157
O 3.0324 -10.0314 -1.7136
H -6.3544 -3.0325 2.4367
H 5.6801 -2.0365 -2.1511
H -6.7612 -7.0639 2.3166
H 1.6874 9.0897 -5.3990
N -7.7599 5.6730 5.1725
H 2.3176 -7.0601 -1.0840
H 7.1706 -4.8258 4.8380
O 2.6227 -1.7730 9.1131
C 3.2002 -0.7585 8.2904
O -3.8246 2.6378 -1.6315
O -1.1305 3.2575 -2.7898
H 5.3180 -0.2473 2.0133
N 1.8287 7.1321 -9.1941
H 3.4260 -3.3408 7.8439
H -5.3218 -3.1227 1.1261
H -10.0770 3.5844 3.9502
C 2.5211 -2.9832 8.3353
C -9.6509 2.3993 6.4142
H 7.4656 -1.2098 1.7430
H 1.9441 7.4086 -10.1586
H 4.1034 6.8508 -10.4016
B -1.2440 0.5665 -0.6163
H 2.1703 5.1544 4.8426
C -7.4586 4.3454 3.1173
C 6.7353 -0.5712 -0.1797
C 2.4750 -9.0489 -1.3359
C 1.2122 5.6738 4.8586
H -6.3116 -4.9556 -0.5488
H 5.1117 6.4252 -9.0582
O -6.5698 -4.7074 1.5863
O 1.3531 -5.4134 -6.8333
H 0.4578 4.7126 1.6768
H -10.0401 3.0579 7.1906
C -4.1947 6.2571 -7.7823
N 8.3523 0.5041 1.3580
C 0.3627 -6.4956 -6.6115
C 1.6294 -5.4025 8.6473
H 4.1081 6.9819 -6.6605
O -0.5275 -2.7982 -0.1859
H -8.9898 5.7676 3.4941
H -0.0656 -4.2144 -7.6619
N 0.5629 -3.4881 9.8218
H 2.8112 -2.6972 -9.0181
C 1.8177 -4.0343 9.2253
O 6.3863 -7.2042 2.9800
H -7.1185 5.2444 2.6033
N -6.9032 -7.3010 -1.0878
H 0.6534 -2.5218 10.1016
H -8.1554 -6.3954 0.1309
H -7.0755 -2.8849 0.7620
C -0.7267 -1.6207 -0.1339
H 4.4316 -5.5375 3.0142
H 0.1529 3.2416 4.2256
H 3.4926 8.6238 -5.0103
H 4.5652 8.1152 -9.1449
H -8.0351 3.8474 2.3377
H 1.3137 -1.3630 -6.1070
N -4.9403 6.4325 -6.7232
H -0.5863 -6.1446 -7.0168
H -7.0649 -8.2932 -1.1856
N 2.9152 -7.7976 -1.4289
C -7.1142 -6.7002 0.2364
N 7.3522 -5.6253 4.2482
N -0.4357 4.0516 4.0932
H 0.8352 -8.2578 -0.8368
C 6.3431 -6.1444 3.5350
C 0.2618 5.2971 3.7248
H -5.8095 -7.9910 1.3083
O -0.5854 0.4980 0.7033
O -8.7786 3.0794 5.5380
H 5.6683 1.3604 1.7540
N -3.0581 5.7010 -7.4878
O -1.3034 -0.8556 -1.0598
O 0.2293 -1.0693 2.0972
H 0.5346 -4.0658 10.6498
H -9.1486 1.5061 6.7854
C -2.7798 1.9900 -1.4240
```

Summary:
Energy relative to the best compared isomer or geometry (same formula, charge and spin) (kcal per mole): 90.7
Charge: -1
HOMO-LUMO gap (eV): 8.94
E_tot (Ha): -3478.0457

Atomic partial charges in e from the Mulliken method, atoms 1 to 99:
1. H 0.264
2. O -0.688
3. H 0.351
4. H 0.262
5. C -0.805
6. H 0.277
7. O -0.241
8. H 0.195
9. H 0.321
10. C -0.771
11. H 0.318
12. H 0.258
13. H 0.310
14. H 0.361
15. O -0.473
16. H 0.243
17. H 0.280
18. H 0.457
19. C -0.675
20. C -0.700
21. C 0.275
22. H 0.359
23. C -1.369
24. H 0.341
25. H 0.334
26. N -0.366
27. C -0.729
28. O -0.366
29. H 0.208
30. N -0.817
31. H 0.296
32. H 0.275
33. H 0.332
34. O -0.445
35. C -1.336
36. H 0.337
37. H 0.230
38. C 0.607
39. H 0.262
40. H 0.309
41. H 0.237
42. H 0.325
43. H 0.211
44. H 0.408
45. C 0.623
46. H 0.225
47. N -0.371
48. H 0.204
49. H 0.364
50. H 0.246
51. H 0.337
52. H 0.371
53. H 0.376
54. C 0.535
55. H 0.199
56. H 0.334
57. H 0.325
58. H 0.165
59. C -1.392
60. C 0.613
61. C 0.718
62. H 0.313
63. O -0.372
64. H 0.292
65. H 0.367
66. H 0.211
67. C -0.906
68. C -0.765
69. H 0.242
70. H 0.431
71. H 0.348
72. H 0.279
73. H 0.151
74. C -1.219
75. C -0.774
76. H 0.297
77. H 0.239
78. C -0.627
79. O -0.636
80. H 0.284
81. H 0.292
82. H 0.349
83. H 0.288
84. N -0.752
85. H 0.175
86. H 0.179
87. O -0.308
88. C -0.776
89. O -0.684
90. O -0.669
91. H 0.331
92. N -0.635
93. H 0.366
94. H 0.316
95. H 0.473
96. C -0.751
97. C -0.799
98. H 0.186
99. H 0.241

Q: What is the E_tot in the first record?
A: -267.0401 Ha

Please write out number 3 again, unchanged.
An isolated ion of composition C4H9NO2 and charge +1 in a non-equilibrium geometry. Source: the Open Molecules 2025 dataset; level of theory: wB97M-V/def2-TZVPD.

```
16
Properties=species:S:1:pos:R:3
H -0.6247 -0.7196 -1.9620
C 1.9246 0.8964 -0.5195
H -1.3319 1.1481 0.2279
H 2.2927 0.8368 0.4973
H 1.5602 1.9077 -0.7192
O 1.5059 -0.9257 -1.8959
C -1.2836 0.1126 -0.1418
O -1.4706 -0.0396 2.1693
H -1.3069 -0.4661 3.0150
H 2.8664 0.8595 -1.0823
H -1.5546 -1.7185 1.0207
H 0.0887 -0.8819 1.1919
N -0.3740 -0.0394 -1.2314
C 1.0055 -0.1164 -1.1190
H -2.2984 -0.0520 -0.5219
C -0.9995 -0.8018 1.0709
```

Summary:
Energy relative to the best compared isomer or geometry (same formula, charge and spin) (kcal per mole): 46.9
Charge: +1
HOMO-LUMO gap (spin up / spin down) (eV): 10.39 / 5.87
E_tot (Ha): -362.6853
Spin multiplicity: 2

Now the Mulliken charges, all in e:
1. H 0.348
2. C -0.998
3. H 0.309
4. H 0.333
5. H 0.346
6. O -0.305
7. C -0.615
8. O -0.504
9. H 0.321
10. H 0.367
11. H 0.327
12. H 0.322
13. N -0.013
14. C 0.668
15. H 0.398
16. C -0.306